(one)
# C10H16

A cluster of 2 separate species, C10H16 in total (ωB97M-V with the def2-TZVPD basis set, OMol25).

Element x y z (Å)
C -0.794 1.733 -2.628
C 0.009 2.852 -1.919
H -1.611 2.042 -3.283
H -0.130 1.246 -3.353
H -1.147 0.922 -2.001
H 1.049 2.740 -2.208
H -0.121 2.697 -0.849
H -0.307 3.865 -2.153
C 1.343 -0.414 -0.094
C 2.644 -0.271 0.680
C 0.163 -0.913 0.740
C 0.214 -2.165 1.307
C -0.991 -0.111 0.779
C -0.918 -2.659 1.976
C -2.071 -0.643 1.453
C -2.062 -1.913 2.038
H 0.978 0.521 -0.519
H 1.428 -1.098 -0.940
H 2.614 -0.781 1.639
H 1.114 -2.760 1.292
H -1.014 0.921 0.467
H -0.849 -3.672 2.359
H -2.921 -0.026 1.741
H -2.961 -2.203 2.561
H 2.888 0.781 0.832
H 3.453 -0.693 0.084

Summary:
SMILES string: CCc1ccccc1.CC
frontier orbital gap: 10.0427 eV
molecular weight: 136.238 g/mol
highest occupied orbital energy: -9.040 eV
LUMO level: 1.003 eV

Listed below, in e, are the Mulliken charges computed for each atom: atom 1 (C): -0.76, atom 2 (C): -0.75, atom 3 (H): 0.33, atom 4 (H): 0.27, atom 5 (H): 0.19, atom 6 (H): 0.22, atom 7 (H): 0.20, atom 8 (H): 0.33, atom 9 (C): 0.09, atom 10 (C): -1.20, atom 11 (C): 0.65, atom 12 (C): -0.55, atom 13 (C): -0.50, atom 14 (C): -0.38, atom 15 (C): -0.43, atom 16 (C): -0.64, atom 17 (H): -0.25, atom 18 (H): 0.39, atom 19 (H): 0.37, atom 20 (H): 0.43, atom 21 (H): 0.29, atom 22 (H): 0.35, atom 23 (H): 0.31, atom 24 (H): 0.38, atom 25 (H): 0.37, atom 26 (H): 0.27

***

(two)
# C10H16

A cluster of 2 separate species, C10H16 in total (ωB97M-V with the def2-TZVPD basis set, OMol25).

Element x y z (Å)
C 2.039 2.794 1.184
C 1.724 1.847 2.359
H 1.973 3.853 1.432
H 3.098 2.693 0.907
H 1.469 2.498 0.304
H 0.622 1.913 2.404
H 2.012 2.227 3.331
H 1.863 0.822 2.019
C -1.430 0.971 -1.247
C -2.685 0.384 -1.919
C -0.648 -0.153 -0.627
C -0.764 -0.535 0.695
C 0.358 -0.769 -1.399
C -0.164 -1.696 1.157
C 0.892 -1.963 -0.965
C 0.558 -2.501 0.289
H -0.974 1.515 -2.070
H -1.744 1.622 -0.425
H -2.363 -0.366 -2.640
H -1.378 0.050 1.370
H 0.596 -0.281 -2.335
H -0.394 -2.104 2.133
H 1.663 -2.517 -1.490
H 1.094 -3.370 0.625
H -3.158 1.143 -2.544
H -3.479 0.133 -1.217

Summary:
SMILES string: CCc1ccccc1.CC
frontier orbital gap: 9.9169 eV
molecular weight: 136.238 g/mol
highest occupied orbital energy: -8.993 eV
LUMO level: 0.924 eV

Listed below, in e, are the Mulliken charges computed for each atom: atom 1 (C): -0.79, atom 2 (C): -0.68, atom 3 (H): 0.32, atom 4 (H): 0.27, atom 5 (H): 0.16, atom 6 (H): 0.16, atom 7 (H): 0.35, atom 8 (H): 0.22, atom 9 (C): -0.83, atom 10 (C): -1.25, atom 11 (C): 0.50, atom 12 (C): -0.23, atom 13 (C): -0.48, atom 14 (C): -0.54, atom 15 (C): -0.33, atom 16 (C): -0.56, atom 17 (H): 0.43, atom 18 (H): 0.33, atom 19 (H): 0.36, atom 20 (H): 0.41, atom 21 (H): 0.39, atom 22 (H): 0.37, atom 23 (H): 0.36, atom 24 (H): 0.36, atom 25 (H): 0.38, atom 26 (H): 0.31

***

(three)
# C10H16

A cluster of 2 separate species, C10H16 in total (ωB97M-V with the def2-TZVPD basis set, OMol25).

Element x y z (Å)
C -2.215 -0.985 1.205
C -2.073 -1.089 2.811
C -1.009 -1.768 0.637
H -3.175 -0.976 0.714
H -1.964 0.096 1.170
H -1.130 -0.587 2.977
H -0.112 -1.253 0.932
H -0.982 -2.724 1.177
H -2.022 -2.147 3.082
H -2.939 -0.579 3.239
H -1.059 -1.747 -0.444
C 2.074 0.271 1.275
C 0.556 1.592 -0.208
C 1.298 0.441 -0.019
C -0.096 1.920 -1.401
C 1.482 -0.419 -1.121
C -0.121 0.954 -2.401
C 0.811 -0.078 -2.287
H 0.490 2.300 0.603
H -0.506 2.925 -1.436
H 1.447 0.472 2.135
H 2.978 0.908 1.227
H 2.311 -1.107 -1.118
H -0.879 1.059 -3.175
H 0.964 -0.544 -3.254
H 2.430 -0.770 1.300

Summary:
SMILES string: Cc1ccccc1.CCC
frontier orbital gap: 9.8756 eV
molecular weight: 136.238 g/mol
highest occupied orbital energy: -8.911 eV
LUMO level: 0.965 eV

Listed below, in e, are the Mulliken charges computed for each atom: atom 1 (C): -0.39, atom 2 (C): -1.01, atom 3 (C): -0.56, atom 4 (H): 0.43, atom 5 (H): 0.16, atom 6 (H): 0.22, atom 7 (H): -0.10, atom 8 (H): 0.42, atom 9 (H): 0.30, atom 10 (H): 0.32, atom 11 (H): 0.22, atom 12 (C): -1.43, atom 13 (C): -0.36, atom 14 (C): 0.62, atom 15 (C): -0.45, atom 16 (C): -0.31, atom 17 (C): -0.49, atom 18 (C): -0.51, atom 19 (H): 0.35, atom 20 (H): 0.37, atom 21 (H): 0.31, atom 22 (H): 0.41, atom 23 (H): 0.38, atom 24 (H): 0.40, atom 25 (H): 0.34, atom 26 (H): 0.34

***

(four)
# C10H16

A cluster of 2 separate species, C10H16 in total (ωB97M-V with the def2-TZVPD basis set, OMol25).

Element x y z (Å)
C -2.348 -0.806 0.356
C -2.563 -2.317 0.202
C -0.931 -0.409 0.659
C -0.656 0.734 1.425
C 0.148 -1.200 0.295
C 0.571 0.854 2.044
C 1.434 -1.014 0.793
C 1.631 0.020 1.697
H -2.744 -0.383 -0.564
H -2.888 -0.491 1.220
H -2.191 -2.817 1.100
H -1.490 1.367 1.709
H 0.005 -1.985 -0.439
H 0.669 1.447 2.942
H 2.215 -1.756 0.709
H 2.625 0.265 2.053
H -2.151 -2.720 -0.720
H -3.624 -2.560 0.207
C 1.375 2.459 -2.123
C 1.816 1.053 -1.761
H 0.303 2.496 -1.926
H 1.828 3.280 -1.576
H 1.349 2.648 -3.200
H 2.829 0.654 -1.843
H 1.314 0.394 -2.483
H 1.476 0.786 -0.776

Summary:
SMILES string: CCc1ccccc1.CC
frontier orbital gap: 9.9413 eV
molecular weight: 136.238 g/mol
highest occupied orbital energy: -8.939 eV
LUMO level: 1.003 eV

Listed below, in e, are the Mulliken charges computed for each atom: atom 1 (C): -0.31, atom 2 (C): -1.35, atom 3 (C): 0.67, atom 4 (C): -0.61, atom 5 (C): -0.02, atom 6 (C): -0.54, atom 7 (C): -0.86, atom 8 (C): -0.32, atom 9 (H): 0.22, atom 10 (H): 0.34, atom 11 (H): 0.37, atom 12 (H): 0.37, atom 13 (H): 0.20, atom 14 (H): 0.36, atom 15 (H): 0.37, atom 16 (H): 0.37, atom 17 (H): 0.32, atom 18 (H): 0.39, atom 19 (C): -1.00, atom 20 (C): -0.51, atom 21 (H): 0.26, atom 22 (H): 0.30, atom 23 (H): 0.34, atom 24 (H): 0.38, atom 25 (H): 0.25, atom 26 (H): 0.00

***

Taking the most stable structure as the zero point, the relative energies in eV are (one) 0.000; (two) 0.249; (three) 0.784; (four) 0.314.

***

(one)
# C10H16

A cluster of 2 separate species, C10H16 in total (ωB97M-V with the def2-TZVPD basis set, OMol25).

Element x y z (Å)
C -0.251 -0.484 -0.332
C 0.191 -1.302 -1.555
C 0.490 -0.823 0.961
C 1.644 -0.097 1.260
C -0.176 -1.477 1.989
C 2.283 -0.191 2.492
C 0.346 -1.417 3.288
C 1.608 -0.891 3.491
H -0.190 0.591 -0.480
H -1.302 -0.669 -0.100
H 1.020 -1.986 -1.398
H 2.056 0.579 0.518
H -1.161 -1.905 1.864
H 3.103 0.463 2.752
H -0.116 -1.969 4.100
H 1.985 -0.928 4.508
H 0.357 -0.677 -2.430
H -0.653 -1.942 -1.842
C -2.117 1.530 -2.342
C -0.778 2.258 -2.493
H -2.399 1.166 -3.324
H -1.961 0.649 -1.713
H -2.744 2.135 -1.686
H 0.021 1.613 -2.849
H -0.405 2.637 -1.547
H -0.850 3.137 -3.132

Summary:
SMILES string: CCc1ccccc1.CC
frontier orbital gap: 10.0088 eV
molecular weight: 136.238 g/mol
highest occupied orbital energy: -9.044 eV
LUMO level: 0.965 eV

Listed below, in e, are the Mulliken charges computed for each atom: atom 1 (C): -0.19, atom 2 (C): -1.03, atom 3 (C): 0.13, atom 4 (C): -0.33, atom 5 (C): -0.28, atom 6 (C): -0.65, atom 7 (C): -0.62, atom 8 (C): -0.20, atom 9 (H): 0.10, atom 10 (H): 0.39, atom 11 (H): 0.41, atom 12 (H): 0.32, atom 13 (H): 0.36, atom 14 (H): 0.34, atom 15 (H): 0.33, atom 16 (H): 0.33, atom 17 (H): 0.23, atom 18 (H): 0.28, atom 19 (C): -0.50, atom 20 (C): -0.94, atom 21 (H): 0.29, atom 22 (H): 0.06, atom 23 (H): 0.29, atom 24 (H): 0.24, atom 25 (H): 0.30, atom 26 (H): 0.33

***

(two)
# C10H16

A cluster of 2 separate species, C10H16 in total (ωB97M-V with the def2-TZVPD basis set, OMol25).

Element x y z (Å)
C 0.136 1.770 -1.727
C 1.573 0.425 -0.001
C 0.783 0.440 -1.159
C 2.251 -0.710 0.332
C 2.079 -1.855 -0.454
C 0.592 -0.680 -1.904
C 1.266 -1.834 -1.560
H 1.716 1.458 0.460
H 2.931 -0.802 1.192
H 0.728 2.138 -2.490
H -0.015 2.511 -1.137
H 2.717 -2.674 -0.089
H 0.058 -0.730 -2.839
H 1.099 -2.692 -2.247
H -0.749 1.345 -2.227
C -1.147 0.150 1.850
C -2.092 1.350 1.639
C -1.312 -0.973 0.841
H -0.130 0.461 1.895
H -1.489 -0.179 2.877
H -1.824 2.109 2.429
H -1.139 -0.598 -0.207
H -0.634 -1.871 1.069
H -3.049 0.803 1.855
H -2.045 1.962 0.697
H -2.302 -1.323 0.903

Summary:
SMILES string: Cc1ccccc1.CCC
frontier orbital gap: 10.0849 eV
molecular weight: 136.238 g/mol
highest occupied orbital energy: -9.045 eV
LUMO level: 1.040 eV

Listed below, in e, are the Mulliken charges computed for each atom: atom 1 (C): -2.00, atom 2 (C): -0.41, atom 3 (C): 0.97, atom 4 (C): -0.32, atom 5 (C): -0.55, atom 6 (C): -0.36, atom 7 (C): -0.44, atom 8 (H): 0.29, atom 9 (H): 0.36, atom 10 (H): 0.47, atom 11 (H): 0.56, atom 12 (H): 0.32, atom 13 (H): 0.36, atom 14 (H): 0.32, atom 15 (H): 0.38, atom 16 (C): -0.29, atom 17 (C): -1.00, atom 18 (C): -0.93, atom 19 (H): 0.30, atom 20 (H): 0.30, atom 21 (H): 0.27, atom 22 (H): 0.12, atom 23 (H): 0.18, atom 24 (H): 0.30, atom 25 (H): 0.24, atom 26 (H): 0.54

***

Taking the most stable structure as the zero point, the relative energies in eV are (one) 0.000; (two) 0.789.

***

(one)
# C10H16

A cluster of 2 separate species, C10H16 in total (ωB97M-V with the def2-TZVPD basis set, OMol25).

Element x y z (Å)
C 0.871 3.193 0.104
C 1.493 0.745 0.134
C 1.195 1.907 0.814
C 1.629 -0.483 0.778
C 1.017 1.854 2.207
C 1.353 -0.529 2.134
C 1.113 0.641 2.851
H 1.604 0.855 -0.942
H 1.718 -1.449 0.299
H 0.659 2.929 -0.936
H 1.744 3.841 0.040
H 0.561 2.670 2.752
H 1.373 -1.469 2.659
H 0.994 0.531 3.919
H 0.028 3.716 0.531
C -2.055 -1.290 -1.441
C -1.444 -2.248 -0.432
C -1.395 -1.499 -2.824
H -1.848 -0.264 -1.165
H -3.125 -1.413 -1.576
H -2.152 -2.716 0.258
H -0.912 -3.099 -0.856
H -0.395 -1.062 -2.842
H -1.933 -1.017 -3.647
H -0.727 -1.783 0.248
H -1.366 -2.561 -3.066

Summary:
SMILES string: Cc1ccccc1.CCC
frontier orbital gap: 10.0786 eV
molecular weight: 136.238 g/mol
highest occupied orbital energy: -9.059 eV
LUMO level: 1.020 eV

Listed below, in e, are the Mulliken charges computed for each atom: atom 1 (C): -1.38, atom 2 (C): -0.15, atom 3 (C): 0.69, atom 4 (C): -0.80, atom 5 (C): -0.40, atom 6 (C): -0.27, atom 7 (C): -0.49, atom 8 (H): 0.32, atom 9 (H): 0.43, atom 10 (H): 0.36, atom 11 (H): 0.31, atom 12 (H): 0.31, atom 13 (H): 0.39, atom 14 (H): 0.36, atom 15 (H): 0.36, atom 16 (C): -0.17, atom 17 (C): -0.78, atom 18 (C): -1.19, atom 19 (H): 0.24, atom 20 (H): 0.32, atom 21 (H): 0.33, atom 22 (H): 0.32, atom 23 (H): 0.24, atom 24 (H): 0.34, atom 25 (H): -0.02, atom 26 (H): 0.35

***

(two)
# C10H16

A cluster of 2 separate species, C10H16 in total (ωB97M-V with the def2-TZVPD basis set, OMol25).

Element x y z (Å)
C 3.060 -0.299 1.641
C 2.000 -1.367 1.986
C 2.380 0.804 0.819
H 3.854 -0.638 0.976
H 3.402 0.056 2.610
H 1.951 -2.196 1.273
H 2.134 -1.803 2.972
H 1.587 1.277 1.431
H 1.697 0.442 0.052
H 1.006 -0.918 1.960
H 3.031 1.589 0.444
C -0.401 -1.017 -2.411
C -2.661 -0.516 -1.351
C -1.355 -0.144 -1.651
C -3.413 0.163 -0.410
C -0.895 0.990 -0.988
C -2.996 1.379 0.119
C -1.668 1.758 -0.104
H -3.162 -1.412 -1.709
H -4.381 -0.181 -0.071
H -0.420 -2.049 -2.066
H 0.595 -0.587 -2.354
H 0.158 1.223 -0.909
H -3.625 1.991 0.745
H -1.152 2.522 0.454
H -0.728 -1.068 -3.457

Summary:
SMILES string: Cc1ccccc1.CCC
frontier orbital gap: 10.0218 eV
molecular weight: 136.238 g/mol
highest occupied orbital energy: -9.012 eV
LUMO level: 1.010 eV

Listed below, in e, are the Mulliken charges computed for each atom: atom 1 (C): -0.16, atom 2 (C): -1.03, atom 3 (C): -0.92, atom 4 (H): 0.27, atom 5 (H): 0.27, atom 6 (H): 0.25, atom 7 (H): 0.34, atom 8 (H): 0.33, atom 9 (H): 0.03, atom 10 (H): 0.28, atom 11 (H): 0.39, atom 12 (C): -1.37, atom 13 (C): -0.28, atom 14 (C): 0.61, atom 15 (C): -0.42, atom 16 (C): -0.23, atom 17 (C): -0.46, atom 18 (C): -0.66, atom 19 (H): 0.34, atom 20 (H): 0.35, atom 21 (H): 0.30, atom 22 (H): 0.33, atom 23 (H): 0.35, atom 24 (H): 0.36, atom 25 (H): 0.36, atom 26 (H): 0.37

***

Taking the most stable structure as the zero point, the relative energies in eV are (one) 0.000; (two) 0.282.

***

(one)
# C10H16

A cluster of 2 separate species, C10H16 in total (ωB97M-V with the def2-TZVPD basis set, OMol25).

Element x y z (Å)
C 1.199 0.969 3.153
C 2.442 1.540 2.475
C 1.143 -0.568 3.120
H 1.124 1.309 4.189
H 0.265 1.272 2.669
H 2.550 2.549 2.893
H 0.177 -0.943 3.451
H 1.241 -0.908 2.084
H 2.004 -0.901 3.703
H 3.268 0.861 2.651
H 2.264 1.817 1.436
C 0.933 -0.838 -2.613
C -2.778 -1.233 -2.390
C -1.478 -1.376 -2.804
C -3.185 -0.141 -1.641
C -0.520 -0.502 -2.300
C -2.234 0.812 -1.286
C -0.861 0.590 -1.505
H -3.514 -2.026 -2.476
H -1.120 -2.099 -3.525
H -4.231 -0.122 -1.377
H -2.463 1.613 -0.600
H 1.044 -1.896 -2.347
H 1.650 -0.244 -2.055
H -0.117 1.323 -1.231
H 1.196 -0.859 -3.673

Summary:
SMILES string: Cc1ccccc1.CCC
frontier orbital gap: 9.9317 eV
molecular weight: 136.238 g/mol
highest occupied orbital energy: -9.012 eV
LUMO level: 0.919 eV

Listed below, in e, are the Mulliken charges computed for each atom: atom 1 (C): -0.24, atom 2 (C): -0.93, atom 3 (C): -1.11, atom 4 (H): 0.29, atom 5 (H): 0.25, atom 6 (H): 0.30, atom 7 (H): 0.33, atom 8 (H): 0.26, atom 9 (H): 0.33, atom 10 (H): 0.31, atom 11 (H): 0.21, atom 12 (C): -1.46, atom 13 (C): -0.32, atom 14 (C): -0.52, atom 15 (C): -0.48, atom 16 (C): 1.05, atom 17 (C): -0.50, atom 18 (C): -0.61, atom 19 (H): 0.33, atom 20 (H): 0.38, atom 21 (H): 0.37, atom 22 (H): 0.34, atom 23 (H): 0.35, atom 24 (H): 0.34, atom 25 (H): 0.39, atom 26 (H): 0.35

***

(two)
# C10H16

A cluster of 2 separate species, C10H16 in total (ωB97M-V with the def2-TZVPD basis set, OMol25).

Element x y z (Å)
C -1.655 2.093 1.028
C 1.866 1.379 -0.017
C 0.510 1.710 -0.120
C 2.394 0.994 1.161
C -0.240 1.691 1.062
C 1.693 0.882 2.290
C 0.291 1.160 2.207
H 2.364 1.309 -0.953
H 0.041 2.189 -0.919
H 3.408 0.433 1.173
H 2.124 0.408 3.131
H -2.042 2.884 1.692
H -2.356 1.206 0.730
H -0.267 0.897 2.993
H -1.920 2.473 -0.024
C -0.385 -1.316 -1.346
C 0.646 -2.442 -1.116
C -1.745 -1.962 -1.789
H -0.697 -0.920 -0.358
H 0.082 -0.444 -1.854
H 1.517 -2.226 -0.586
H -2.052 -2.924 -1.446
H 0.600 -2.975 -2.099
H 0.139 -3.202 -0.428
H -2.536 -1.324 -1.492
H -1.778 -1.974 -2.920

Summary:
SMILES string: Cc1ccccc1.CCC
frontier orbital gap: 10.0691 eV
molecular weight: 136.238 g/mol
highest occupied orbital energy: -9.124 eV
LUMO level: 0.945 eV

Listed below, in e, are the Mulliken charges computed for each atom: atom 1 (C): -1.30, atom 2 (C): -0.52, atom 3 (C): -0.62, atom 4 (C): -0.14, atom 5 (C): 0.59, atom 6 (C): -0.49, atom 7 (C): -0.45, atom 8 (H): 0.39, atom 9 (H): 0.45, atom 10 (H): 0.22, atom 11 (H): 0.41, atom 12 (H): 0.36, atom 13 (H): 0.24, atom 14 (H): 0.55, atom 15 (H): 0.33, atom 16 (C): 0.28, atom 17 (C): -1.21, atom 18 (C): -1.32, atom 19 (H): -0.10, atom 20 (H): 0.34, atom 21 (H): 0.41, atom 22 (H): 0.35, atom 23 (H): 0.30, atom 24 (H): 0.26, atom 25 (H): 0.38, atom 26 (H): 0.31

***

Taking the most stable structure as the zero point, the relative energies in eV are (one) 0.000; (two) 1.590.